[1]
The following is a DFT calculation (ωB97M-V/def2-TZVPD) of a molecular structure, C24H53AsFN5O6P2S2SeV.

```
96
Properties=species:S:1:pos:R:3
V -0.20 1.05 -0.63
C -3.26 5.00 -1.48
C -1.88 5.58 -1.23
O -1.28 4.88 -0.14
P 0.02 3.97 -0.39
S 0.43 2.98 1.26
S -0.03 3.08 -2.18
O 1.13 5.17 -0.54
C 2.48 4.79 -0.75
C 3.33 6.04 -0.73
H -3.71 5.46 -2.36
H -3.91 5.17 -0.61
H -3.16 3.93 -1.63
H -1.92 6.63 -0.94
H -1.26 5.49 -2.12
H 2.57 4.27 -1.71
H 2.79 4.09 0.03
H 3.00 6.75 -1.49
H 4.38 5.79 -0.92
H 3.27 6.53 0.25
C 5.86 1.95 1.23
C 5.00 1.38 2.36
As 3.31 0.65 1.60
C 2.48 -0.03 3.29
C 3.37 -0.29 4.50
C 4.02 -1.03 0.86
C 4.78 -1.99 1.76
H 6.78 2.41 1.61
H 5.31 2.72 0.67
H 6.14 1.18 0.51
H 4.72 2.18 3.05
H 5.56 0.64 2.93
H 1.95 -0.95 2.99
H 1.71 0.70 3.54
H 4.14 -1.03 4.30
H 2.78 -0.64 5.35
H 3.88 0.63 4.82
H 4.62 -0.73 -0.01
H 3.14 -1.53 0.43
H 5.60 -1.50 2.29
H 5.23 -2.80 1.17
H 4.13 -2.45 2.50
C -2.03 -4.26 -3.44
C -1.12 -3.64 -2.39
C -0.42 -4.73 -1.58
C -0.08 -2.73 -3.04
O -1.95 -2.98 -1.42
P -2.44 -1.44 -1.40
O -3.28 -1.31 -0.19
O -1.24 -0.56 -1.66
O -3.31 -1.44 -2.77
C -3.77 -0.23 -3.41
C -5.06 -0.64 -4.11
C -2.70 0.19 -4.41
C -4.05 0.89 -2.41
H -1.44 -4.80 -4.19
H -2.60 -3.48 -3.94
H -2.74 -4.95 -2.97
H 0.27 -5.30 -2.22
H -1.15 -5.42 -1.15
H 0.15 -4.27 -0.77
H 0.60 -3.35 -3.63
H 0.49 -2.19 -2.29
H -0.55 -2.00 -3.69
H -4.87 -1.47 -4.79
H -5.47 0.20 -4.68
H -5.80 -0.96 -3.37
H -2.54 -0.59 -5.15
H -1.77 0.38 -3.88
H -3.01 1.11 -4.93
H -4.61 0.52 -1.56
H -4.63 1.67 -2.91
H -3.13 1.33 -2.02
Se 4.13 -0.21 -2.88
C 2.60 0.14 -2.00
N 1.62 0.36 -1.41
F -1.92 1.78 -0.09
C -1.34 -1.91 5.11
C -2.22 -2.77 4.20
C -1.60 -4.14 3.98
C -2.54 -2.04 2.89
N -1.38 -1.53 2.21
C -1.21 -0.32 1.67
N -0.14 -0.36 0.92
N 0.35 -1.60 1.01
N -0.37 -2.32 1.78
H -1.26 -2.35 6.10
H -1.75 -0.90 5.22
H -0.34 -1.81 4.70
H -3.19 -2.91 4.69
H -0.64 -4.06 3.48
H -2.25 -4.77 3.37
H -1.45 -4.65 4.94
H -3.16 -1.17 3.09
H -3.09 -2.67 2.19
H -1.86 0.53 1.77
```

Properties
Expectation value of S²: 0.78
Orbital gap (alpha / beta) in eV: 4.7 / 4.1
Max |F| in eV/A: 0.84
Total charge: -2
HOMO (alpha / beta) in eV: -0.47 / 0.13
Spin multiplicity: 2
E_LUMO (alpha / beta) in eV: 4.3 / 4.3
Energy above the lowest of the compared OMol25 structures with the same formula, charge and spin in eV: 0.0000

These are the Mulliken partial charges, in e, on atoms 1 to 5: atom 1 (V): 0.7938, atom 2 (C): -0.5759, atom 3 (C): -0.4557, atom 4 (O): -0.4406, atom 5 (P): 1.2574



[2]
The following is a DFT calculation (ωB97M-V/def2-TZVPD) of 7 unconnected molecules or ions with the total composition C24H53FN3O20PS.

```
103
Properties=species:S:1:pos:R:3
N -1.61 -2.18 5.58
P -1.95 -3.48 4.67
N -2.46 -3.13 2.99
N -3.29 -2.02 2.88
S -1.13 -3.10 1.87
O -1.70 -3.61 0.49
O -0.59 -1.66 1.58
F 0.17 -4.15 2.25
H -0.59 -2.22 5.89
H -3.00 -4.32 5.25
H -0.75 -4.30 4.63
H -3.45 -1.54 3.79
H -4.26 -2.32 2.58
C 1.53 1.98 -3.24
C 2.92 1.73 -2.67
O 2.84 1.27 -1.32
C 2.51 -0.04 -1.16
O 2.30 -0.84 -2.05
O 2.44 -0.29 0.17
C 2.02 -1.62 0.48
H 0.97 2.66 -2.59
H 1.60 2.42 -4.24
H 0.95 1.06 -3.30
H 3.48 2.66 -2.66
H 3.48 1.02 -3.29
H 2.63 -2.36 -0.04
H 0.96 -1.74 0.23
H 2.13 -1.77 1.56
C -4.87 4.29 -0.47
C -3.47 4.87 -0.30
O -2.74 4.16 0.71
C -2.22 2.97 0.33
O -2.31 2.47 -0.78
O -1.60 2.42 1.40
C -1.08 1.11 1.16
H -5.39 4.25 0.49
H -5.45 4.88 -1.17
H -4.82 3.26 -0.84
H -3.55 5.91 0.03
H -2.92 4.88 -1.25
H -0.43 1.10 0.28
H -1.90 0.40 1.05
H -0.48 0.82 2.03
C 0.32 -7.38 0.53
C 1.11 -7.46 1.83
O 0.34 -8.09 2.86
C 0.28 -9.44 2.80
O 0.82 -10.15 1.96
O -0.52 -9.88 3.81
C -0.74 -11.28 3.80
H -0.65 -6.90 0.70
H 0.87 -6.81 -0.22
H 0.12 -8.38 0.13
H 1.34 -6.45 2.18
H 2.07 -7.97 1.69
H 0.20 -11.84 3.77
H -1.38 -11.55 2.96
H -1.26 -11.55 4.73
C -5.51 11.83 -0.02
C -4.12 12.41 0.14
O -3.39 11.71 1.15
C -2.87 10.51 0.77
O -2.95 10.01 -0.34
O -2.25 9.96 1.85
C -1.73 8.66 1.61
H -6.04 11.80 0.94
H -6.10 12.43 -0.73
H -5.47 10.80 -0.40
H -4.20 13.45 0.48
H -3.57 12.42 -0.80
H -1.08 8.64 0.72
H -2.55 7.95 1.50
H -1.13 8.37 2.48
C 6.68 -2.16 1.51
C 5.71 -1.63 2.55
O 4.94 -2.70 3.13
C 5.58 -3.43 4.07
O 6.72 -3.26 4.47
O 4.74 -4.42 4.48
C 5.33 -5.33 5.41
H 6.15 -2.76 0.76
H 7.19 -1.33 1.01
H 7.43 -2.80 1.96
H 4.99 -0.95 2.07
H 6.22 -1.06 3.33
H 5.76 -4.80 6.26
H 6.08 -5.94 4.91
H 4.54 -5.98 5.78
C -1.51 1.97 -9.07
C -0.34 1.13 -9.55
O 0.60 0.91 -8.49
C 0.25 -0.05 -7.59
O -0.76 -0.73 -7.62
O 1.22 -0.10 -6.64
C 0.94 -1.02 -5.59
H -1.16 2.90 -8.60
H -2.18 2.22 -9.90
H -2.10 1.44 -8.31
H 0.19 1.67 -10.34
H -0.68 0.18 -9.98
H 0.70 -2.01 -5.97
H 0.11 -0.63 -4.97
H 1.83 -1.10 -4.96
```

Properties
Orbital gap in eV: 8.2
Max |F| in eV/A: 10.64
Total charge: 0
HOMO in eV: -10.06
SMILES: N=[PH2]N(N)S(=O)(=O)F.CCOC(=O)OC.CCOC(=O)OC.CCOC(=O)OC.CCOC(=O)OC.CCOC(=O)OC.CCOC(=O)OC
E_LUMO in eV: -1.8

These are the Mulliken partial charges, in e, on atoms 1 to 5: atom 1 (N): -0.6767, atom 2 (P): 0.2372, atom 3 (N): 0.0897, atom 4 (N): -0.5853, atom 5 (S): 1.0385



[3]
The following is a DFT calculation (ωB97M-V/def2-TZVPD) of 6 unconnected molecules or ions with the total composition C24H53FNO9S5.

```
93
Properties=species:S:1:pos:R:3
C -1.80 0.30 3.16
C -1.85 -0.61 1.94
O -2.91 -0.93 1.53
O -0.73 -1.04 1.32
C -0.83 -2.41 0.86
C 0.57 -3.04 0.66
C 0.76 -3.21 -0.90
C 1.48 -2.04 -1.56
O 2.30 -2.22 -2.34
F 1.19 -0.78 -1.20
C 0.69 -4.49 1.24
C 0.83 -4.58 2.79
C -0.54 -5.14 3.33
C 1.88 -5.67 3.12
N 1.04 -3.29 3.46
O -0.05 -2.69 3.78
C 2.02 -2.42 2.78
C 1.89 -1.01 3.46
C 3.50 -2.84 2.99
C 1.74 -2.20 1.26
H -0.86 0.87 3.22
H -1.98 -0.27 4.07
H -2.63 1.00 3.06
H -1.45 -2.41 -0.05
H -1.39 -2.96 1.63
H -0.20 -3.37 -1.42
H 1.35 -4.11 -1.09
H -0.12 -5.14 0.85
H 1.61 -4.91 0.81
H -0.55 -6.22 3.09
H -1.41 -4.68 2.84
H -0.58 -5.07 4.42
H 2.16 -5.59 4.18
H 2.78 -5.54 2.50
H 1.46 -6.67 2.97
H 1.82 -1.15 4.55
H 2.82 -0.44 3.29
H 0.98 -0.48 3.15
H 4.19 -2.01 2.83
H 3.66 -3.28 3.98
H 3.74 -3.61 2.24
H 1.65 -1.12 1.07
H 2.65 -2.51 0.72
C -1.60 2.55 -3.23
S -2.71 2.20 -1.86
O -2.44 3.20 -0.80
C -1.92 0.66 -1.37
H -1.89 3.51 -3.67
H -0.57 2.62 -2.87
H -1.68 1.77 -3.98
H -0.87 0.85 -1.13
H -2.00 -0.06 -2.19
H -2.44 0.27 -0.50
C 1.86 3.72 -0.42
S 2.15 1.98 -0.76
O 2.93 1.42 0.37
C 3.29 2.24 -2.13
H 1.20 3.79 0.44
H 2.81 4.21 -0.19
H 1.39 4.19 -1.28
H 4.14 2.83 -1.79
H 2.77 2.76 -2.94
H 3.63 1.27 -2.48
C -3.14 4.77 -7.48
S -3.63 6.38 -6.85
O -2.88 7.41 -7.60
C -2.84 6.19 -5.24
H -3.49 4.68 -8.50
H -2.05 4.69 -7.47
H -3.58 3.98 -6.87
H -1.78 6.02 -5.37
H -3.30 5.36 -4.70
H -3.00 7.11 -4.67
C 4.48 -9.46 4.75
S 3.79 -7.91 5.36
O 4.49 -6.81 4.66
C 4.50 -8.04 7.01
H 4.19 -9.57 3.71
H 5.57 -9.44 4.82
H 4.08 -10.29 5.33
H 5.59 -8.10 6.94
H 4.10 -8.92 7.52
H 4.23 -7.14 7.57
C -5.98 11.34 -3.80
S -6.00 9.55 -4.03
O -5.23 8.95 -2.91
C -4.93 9.54 -5.48
H -6.57 11.57 -2.91
H -4.96 11.69 -3.66
H -6.43 11.82 -4.67
H -3.97 10.00 -5.23
H -5.41 10.08 -6.29
H -4.77 8.51 -5.78
```

Properties
Expectation value of S²: 0.75
Orbital gap (alpha / beta) in eV: 8.8 / 9.1
Max |F| in eV/A: 4.42
Total charge: 0
HOMO (alpha / beta) in eV: -8.46 / -8.79
Spin multiplicity: 2
E_LUMO (alpha / beta) in eV: 0.4 / 0.3

These are the Mulliken partial charges, in e, on atoms 1 to 5: atom 1 (C): -1.4984, atom 2 (C): 0.7464, atom 3 (O): -0.5389, atom 4 (O): 0.3214, atom 5 (C): -1.2736